A 2-piece molecular cluster, CHN3O3 overall at a distorted geometry, computed with wB97M-V/def2-TZVPD.

The total energy comes out at -11656.5386 eV. As for the energy above the lowest of the compared OMol25 structures with the same formula, charge and spin: 510.9 kJ/mol. As for the frontier orbital gap (spin up / spin down): 8.682 / 8.682 eV.

Geometry as XYZ:
```
8
Properties=species:S:1:pos:R:3:nbo_charge:R:1
O -0.129 -0.692 -0.567 -0.49
O -0.204 1.726 0.374 -0.35
O 1.936 1.995 -0.127 -0.31
N 0.824 0.204 -0.854 0.10
N 3.534 -0.814 0.314 -0.38
N 0.850 1.412 -0.102 0.58
C 2.565 -0.546 -0.143 0.35
H -0.949 -0.218 -0.334 0.51
```